# 1
{
  "formula": "C3H6NO",
  "method": "ωB97M-V/def2-TZVPD",
  "symbols": ["C", "C", "C", "N", "O", "H", "H", "H", "H", "H", "H"],
  "xyz": [[-1.703916, 0.916124, 0.013776], [0.286474, -0.439403, 0.036019], [2.634150, 0.174923, 0.002085], [-2.681532, -0.152390, -0.021624], [1.230253, 0.295417, -0.017418], [2.935684, -0.715177, 0.561745], [3.041076, 1.075258, 0.463061], [2.986158, 0.099845, -1.028759], [-2.372281, -0.926927, -0.633518], [-3.610831, 0.192705, -0.318363], [-2.745230, -0.520379, 0.942998]],
  "atomic_forces_ev_per_a": [[2.371, 0.556, -0.299], [-1.056, 0.509, 0.004], [2.646, -0.510, 0.013], [-0.658, -1.253, 0.517], [-2.060, 0.734, 0.002], [-0.242, 0.173, -0.083], [-0.293, -0.126, -0.057], [-0.229, 0.057, 0.129], [-0.374, 0.232, 0.095], [0.326, -0.202, 0.052], [-0.431, -0.170, -0.373]],
  "molar_mass_g_mol": 72.1,
  "spin_multiplicity": 3,
  "homo_lumo_gap_ev": [8.1667, 9.9041],
  "de_lowest_kj_mol": 317.5,
  "s2": 2.017,
  "charge": 1
}

---

# 2
{
  "formula": "C15H23N3O4",
  "method": "ωB97M-V/def2-TZVPD",
  "symbols": ["C", "C", "C", "C", "C", "C", "C", "C", "C", "C", "C", "C", "C", "C", "C", "H", "H", "H", "H", "H", "H", "H", "H", "H", "H", "H", "H", "H", "H", "H", "H", "H", "H", "H", "H", "H", "H", "H", "N", "N", "N", "O", "O", "O", "O"],
  "xyz": [[3.085301, -1.584697, 0.165208], [1.458405, -1.744835, -0.049615], [3.951011, -0.535031, -0.599782], [3.169023, 0.729645, -0.486835], [3.068677, 1.641555, 0.744065], [2.196747, 1.035059, -1.429102], [1.945845, 2.451256, 1.056554], [1.092489, 1.873662, -1.133992], [0.933778, 2.599829, 0.066557], [-0.894523, -0.952011, 0.333140], [-1.249587, 0.530155, 0.478134], [-1.712173, -1.820222, 1.215286], [-3.083238, -2.078226, 0.574613], [-4.197079, -1.082247, 0.357262], [-4.460429, -0.536002, -1.105808], [3.763784, -3.517330, 0.996612], [2.848776, -3.578690, -0.832689], [3.164561, -1.388562, 1.335328], [4.950747, -0.489146, -0.269985], [4.007935, -0.812232, -1.680328], [4.052766, 1.724164, 1.343985], [2.188242, 0.348327, -2.255233], [1.928365, 3.013506, 2.080179], [0.399878, 2.095152, -1.923644], [-1.133029, 2.233580, -0.256604], [0.790774, 0.269209, 1.051517], [-1.217216, -1.104981, -0.771263], [-1.789518, -1.363848, 2.133165], [-1.140819, -2.755203, 1.296317], [-3.630374, -2.781885, 1.140132], [-2.860576, -2.464606, -0.470886], [-5.096324, -1.512558, 0.935816], [-3.856593, -0.152121, 0.774547], [-5.509126, -0.984534, -1.641336], [-3.507370, -0.666280, -1.632192], [-5.465389, 1.088215, -0.940502], [-3.606755, 1.376292, -0.517309], [-1.335590, 1.923172, 1.349425], [3.558489, -2.870921, -0.173864], [0.533145, -0.796650, 0.537876], [-4.531962, 1.040227, -1.341026], [1.057400, -2.578364, -0.866051], [-0.189381, 3.457702, 0.113205], [-1.701518, 1.206675, -0.435812], [-1.252792, 1.004540, 1.748649]],
  "atomic_forces_ev_per_a": [[-1.638, -0.341, 2.450], [-0.449, 2.533, -1.795], [-2.497, 0.339, -1.147], [-1.474, 3.959, 2.377], [1.565, -1.476, -1.150], [-0.698, -0.611, 1.553], [1.110, 0.183, 0.855], [1.479, 0.314, -0.056], [-1.297, 0.953, -1.085], [-0.316, 2.699, -2.920], [-1.142, -4.066, 3.170], [-0.233, -1.080, -1.801], [0.549, -1.253, -2.352], [-1.226, 1.632, 0.092], [-1.141, 0.255, -1.632], [-1.031, 2.214, -4.999], [2.256, 3.136, 2.848], [0.053, -0.179, -2.404], [1.044, -0.202, 0.926], [-0.187, -0.004, 0.769], [-2.031, -0.416, -0.430], [-0.288, 0.244, -0.826], [-0.019, -0.912, -2.249], [-0.380, -0.067, -0.195], [0.210, 2.018, -0.480], [0.179, -4.450, -1.939], [1.165, -0.317, 1.499], [-0.162, 0.782, 2.463], [-0.454, 0.042, 0.157], [0.337, -1.668, 0.510], [-0.208, -0.302, 1.264], [1.012, 1.343, -1.177], [-0.406, 0.648, 1.190], [3.350, 0.980, 1.284], [-0.573, -1.190, -0.474], [0.113, 1.644, 0.595], [-4.539, -0.726, -3.140], [0.136, 0.877, 2.631], [0.691, -6.593, 2.669], [2.395, 1.039, 1.434], [2.760, -2.224, 3.914], [0.022, 1.139, 1.988], [0.330, -4.338, 0.467], [1.228, 2.302, -1.110], [0.405, 1.142, -3.744]],
  "molar_mass_g_mol": 309.4,
  "homo_lumo_gap_ev": 7.4957,
  "de_lowest_kj_mol": 1102.5,
  "charge": 0
}

---

# 3
{
  "formula": "C16H27BrIN2O3",
  "method": "ωB97M-V/def2-TZVPD",
  "symbols": ["C", "C", "O", "C", "C", "O", "C", "N", "N", "C", "C", "C", "C", "C", "C", "O", "C", "C", "Br", "C", "C", "C", "I", "H", "H", "H", "H", "H", "H", "H", "H", "H", "H", "H", "H", "H", "H", "H", "H", "H", "H", "H", "H", "H", "H", "H", "H", "H", "H", "H"],
  "xyz": [[1.424465, -2.222944, 3.161853], [2.525769, -1.621987, 2.302685], [2.450549, -0.202465, 2.240226], [1.559632, 0.274355, 1.269301], [1.557453, 1.801261, 1.326507], [2.310827, 2.410318, 0.262784], [1.577097, 2.759854, -0.838296], [1.274870, 1.548087, -1.683036], [0.030096, 1.133244, -1.514668], [-0.367069, 0.027217, -2.104739], [-1.759985, -0.421804, -1.801350], [-1.765117, -1.638748, -0.840593], [-2.030288, -1.187368, 0.596749], [-3.509660, -0.881308, 0.863644], [-3.713555, 0.430697, 1.598515], [-3.145336, 1.482230, 0.825274], [-2.362378, 2.386457, 1.569091], [0.532517, -0.681378, -2.941816], [-0.083318, -2.198360, -3.830338], [1.826409, -0.262098, -3.116965], [2.762522, -1.023042, -4.000093], [2.190349, 0.912337, -2.418920], [4.116425, 1.673973, -2.489143], [1.634242, -2.074392, 4.221040], [0.461357, -1.754401, 2.944488], [1.328608, -3.294109, 2.976712], [3.510443, -1.843013, 2.715233], [2.496395, -2.037077, 1.285084], [1.881565, -0.061498, 0.270350], [0.544157, -0.112692, 1.433904], [0.535367, 2.191586, 1.310982], [2.034044, 2.113055, 2.253850], [0.593154, 3.169482, -0.606234], [2.150322, 3.452056, -1.451173], [-2.270281, 0.415540, -1.319272], [-2.290373, -0.636604, -2.731007], [-2.535821, -2.338539, -1.170618], [-0.820978, -2.189305, -0.891828], [-1.447346, -0.275455, 0.777574], [-1.649414, -1.937765, 1.294807], [-3.970992, -1.685394, 1.441857], [-4.053662, -0.825240, -0.084872], [-3.256346, 0.395719, 2.594300], [-4.782447, 0.628597, 1.726796], [-1.985755, 3.134821, 0.871130], [-1.512301, 1.880198, 2.049970], [-2.944923, 2.890809, 2.347226], [2.814071, -2.062780, -3.669143], [3.762470, -0.606506, -4.007221], [2.372170, -1.035619, -5.020608]],
  "atomic_forces_ev_per_a": [[-0.010, 0.046, 0.037], [-0.004, -0.074, -0.046], [0.135, 0.056, -0.020], [-0.048, 0.060, 0.046], [-0.138, -0.116, 0.031], [-0.056, 0.107, -0.023], [0.157, 0.095, 0.050], [0.102, -0.203, -0.205], [-0.158, -0.134, 0.030], [0.052, 0.093, 0.019], [-0.079, 0.058, -0.003], [-0.057, -0.003, -0.021], [0.167, 0.007, 0.062], [0.002, 0.028, -0.028], [-0.129, 0.025, -0.008], [0.136, -0.068, -0.029], [-0.049, 0.039, 0.023], [-0.532, -0.021, 0.144], [-0.061, -0.087, -0.022], [0.402, 0.222, -0.003], [0.003, -0.051, -0.002], [-0.077, 0.041, 0.041], [0.007, -0.005, 0.000], [-0.023, 0.026, -0.037], [0.020, -0.074, -0.036], [0.028, 0.027, 0.027], [-0.057, -0.041, -0.002], [-0.011, 0.057, 0.023], [-0.028, -0.016, 0.021], [0.101, 0.047, 0.026], [0.095, 0.004, -0.063], [0.034, -0.028, -0.030], [0.009, -0.061, 0.002], [0.016, -0.039, 0.040], [0.001, -0.040, -0.043], [0.133, -0.067, -0.009], [0.023, -0.015, 0.093], [0.003, 0.079, -0.069], [-0.049, -0.098, -0.028], [-0.112, -0.003, -0.013], [-0.024, 0.016, -0.064], [0.004, 0.018, 0.039], [0.053, -0.003, -0.052], [0.049, -0.009, 0.081], [-0.016, 0.000, 0.036], [-0.090, 0.009, -0.001], [0.010, -0.004, -0.030], [0.019, 0.059, -0.010], [0.004, 0.017, -0.015], [0.043, 0.023, 0.041]],
  "molar_mass_g_mol": 502.2,
  "homo_lumo_gap_ev": 7.8479,
  "de_lowest_kj_mol": 0.0,
  "charge": 1
}

---

# 4
{
  "formula": "C13H13F2N3O7",
  "method": "ωB97M-V/def2-TZVPD",
  "symbols": ["C", "C", "C", "C", "N", "C", "C", "N", "C", "O", "F", "C", "O", "F", "C", "C", "C", "C", "C", "O", "O", "H", "H", "H", "H", "H", "H", "H", "H", "H", "H", "H", "H", "H", "N", "O", "O", "O"],
  "xyz": [[1.617049, -3.715314, 0.977709], [1.880880, -2.751561, 0.027874], [1.736795, -1.226262, 0.212824], [2.739387, -0.503010, 0.998824], [2.654053, 0.871514, 1.194265], [1.647119, 1.600727, 0.623148], [0.577445, 1.008026, -0.198551], [-0.416596, 1.917498, -0.748165], [-0.457878, 1.906064, -2.188537], [-1.370828, 1.607971, -2.877039], [0.725891, 2.233757, -2.813443], [-1.709060, 1.783054, -0.147450], [-2.702365, 2.327350, -0.460365], [-1.764746, 0.945125, 0.973988], [0.605398, -0.451481, -0.394427], [-0.490329, -1.204585, -1.203384], [-1.450486, -2.030196, -0.194911], [-2.961340, -1.507991, -0.253538], [-3.641087, -1.475113, 1.158430], [-4.842679, -1.616845, 1.219893], [-2.939633, -1.318961, 2.350645], [1.003572, -4.597997, 0.638295], [2.012461, -3.711519, 2.021947], [2.277799, -3.109720, -0.966177], [3.587677, -1.055718, 1.477740], [3.328501, 1.401852, 1.758298], [1.612658, 2.718631, 0.802456], [-1.167663, -0.546843, -1.800235], [0.032886, -1.987486, -1.819319], [-1.484575, -3.101752, -0.514561], [-1.057029, -1.920985, 0.846917], [-3.010082, -0.447254, -0.644697], [-3.598321, -2.118362, -0.938243], [-3.439086, -0.671311, 2.886494], [2.618617, 5.194532, -0.503924], [3.280540, 4.254240, -1.001767], [1.623105, 4.934228, 0.213901], [2.941949, 6.365695, -0.714915]],
  "atomic_forces_ev_per_a": [[0.148, 0.370, -0.898], [-0.132, -0.034, 0.290], [1.726, 2.128, 1.251], [-1.628, -0.600, -1.051], [-1.713, -0.802, -1.249], [-1.533, 0.064, -0.922], [3.449, -1.637, 1.750], [-0.064, -2.098, 0.299], [0.678, 0.402, -1.924], [0.009, 0.207, 0.822], [-1.252, -0.398, 2.131], [-0.980, 0.304, 0.683], [0.609, -0.096, -0.285], [1.226, 0.919, -1.387], [0.700, 0.775, 0.218], [0.102, -0.873, 1.104], [-0.586, 0.607, -0.436], [1.181, 0.363, 0.914], [-1.879, -0.557, -0.053], [0.977, 0.409, -0.207], [0.483, 0.671, -1.509], [1.932, 0.207, 0.225], [-1.602, 0.748, -0.487], [-1.841, 0.507, 0.472], [-0.916, 0.794, -0.560], [-0.209, -0.485, -0.379], [0.326, -0.903, -0.396], [1.060, -0.466, 0.256], [-0.533, 1.113, 0.233], [0.350, 0.884, 0.505], [-0.448, -0.330, -0.880], [0.007, -1.126, 0.513], [0.502, 0.433, 0.804], [0.009, -0.702, -0.194], [0.432, 0.347, -0.285], [-0.040, -0.423, 0.142], [-0.439, -0.546, 0.443], [-0.113, -0.177, 0.049]],
  "molar_mass_g_mol": 361.3,
  "homo_lumo_gap_ev": 5.1236,
  "charge": 0
}

---

What did the first record say?
{
  "formula": "C3H6NO",
  "method": "ωB97M-V/def2-TZVPD",
  "symbols": ["C", "C", "C", "N", "O", "H", "H", "H", "H", "H", "H"],
  "xyz": [[-1.703916, 0.916124, 0.013776], [0.286474, -0.439403, 0.036019], [2.634150, 0.174923, 0.002085], [-2.681532, -0.152390, -0.021624], [1.230253, 0.295417, -0.017418], [2.935684, -0.715177, 0.561745], [3.041076, 1.075258, 0.463061], [2.986158, 0.099845, -1.028759], [-2.372281, -0.926927, -0.633518], [-3.610831, 0.192705, -0.318363], [-2.745230, -0.520379, 0.942998]],
  "atomic_forces_ev_per_a": [[2.371, 0.556, -0.299], [-1.056, 0.509, 0.004], [2.646, -0.510, 0.013], [-0.658, -1.253, 0.517], [-2.060, 0.734, 0.002], [-0.242, 0.173, -0.083], [-0.293, -0.126, -0.057], [-0.229, 0.057, 0.129], [-0.374, 0.232, 0.095], [0.326, -0.202, 0.052], [-0.431, -0.170, -0.373]],
  "molar_mass_g_mol": 72.1,
  "spin_multiplicity": 3,
  "homo_lumo_gap_ev": [8.1667, 9.9041],
  "de_lowest_kj_mol": 317.5,
  "s2": 2.017,
  "charge": 1
}